1.
24
Properties=species:S:1:pos:R:3:forces:R:3 method="wB97M-V/def2-TZVPD" homo_lumo_gap_ev=9.4764 spin_multiplicity=1 homo_energy_ev=-9.8625 e_lumo_ev=-0.4 de_lowest_kj_mol=261.9
O 1.052822 -0.048041 0.000715 2.7 0.0 2.1
H 0.435304 -0.006493 -0.665950 -2.3 0.2 -2.4
H 0.723112 0.403873 0.773519 -0.2 0.2 0.2
O 0.088662 3.636206 0.856755 0.3 0.9 2.0
H 0.182528 4.044631 1.756616 -0.6 -0.1 -1.2
H 0.972138 3.273079 0.811465 0.4 -0.5 -0.8
O 1.209685 -2.027567 -3.251201 -0.3 -0.8 0.7
H 0.568221 -2.219060 -2.524460 0.5 0.3 -0.8
H 1.074181 -1.122944 -3.511132 -0.2 0.5 0.0
O -0.961234 -2.334095 -1.403284 -0.5 1.4 -0.6
H -1.679018 -2.790778 -1.006930 -0.5 -1.6 0.9
H -1.479786 -1.541604 -1.629471 1.0 0.3 -0.3
O -1.633945 1.403439 0.813409 -0.3 -0.4 2.6
H -1.507881 1.163394 1.777459 0.0 -0.2 -1.7
H -2.051983 2.258198 0.954919 0.1 0.4 -0.7
O 1.143084 -2.597561 0.744770 0.2 0.3 0.3
H 1.737440 -2.911912 0.066281 0.2 -0.5 -0.2
H 1.210258 -1.631167 0.587418 -0.3 -0.4 0.1
O -1.122958 0.682687 -1.734228 0.3 -0.3 0.8
H -1.396238 0.766630 -0.793370 0.1 0.2 -0.5
H -1.933584 0.655087 -2.222358 -0.7 0.1 -0.6
O 1.405233 0.215793 2.989971 1.4 0.8 -1.4
H 0.817858 -0.372628 3.399122 -1.3 -1.3 1.0
H 1.146102 1.100833 3.209965 -0.2 0.6 0.4

***

2.
9
Properties=species:S:1:pos:R:3:forces:R:3 method="wB97M-V/def2-TZVPD" homo_lumo_gap_ev="6.5986 / 6.5896" spin_multiplicity=1 homo_energy_ev="-9.3900 / -9.3883" e_lumo_ev="-2.8 / -2.8" de_lowest_kj_mol=372.1
C -0.468687 -0.527698 -0.418661 -1.8 0.6 1.7
O 0.355959 -1.418751 0.345137 -1.4 0.7 -0.8
O 0.167004 0.576334 -0.898935 1.3 -1.1 -0.9
O -1.467668 0.122846 0.319974 -1.5 -1.4 0.9
P -1.428954 -1.838684 -1.522241 4.5 2.1 -3.7
S 0.157905 -1.450717 -3.358361 -3.6 -1.0 3.9
H 1.143004 -0.903015 0.438836 1.3 0.3 0.4
H 0.650778 0.247916 -1.658790 0.7 0.2 -1.0
H -1.187060 0.570556 1.136142 0.5 -0.4 -0.5

***

3.
18
Properties=species:S:1:pos:R:3:forces:R:3 method="wB97M-V/def2-TZVPD" homo_lumo_gap_ev="4.1014 / 8.2280" spin_multiplicity=2 homo_energy_ev="-7.4327 / -11.7018" charge=+1 e_lumo_ev="-3.3 / -3.5" de_lowest_kj_mol=242.2
C -0.483434 -1.317843 -0.328973 0.2 0.6 1.2
C -0.227645 -0.089149 0.511297 -0.3 1.7 -0.2
C 0.901798 0.796468 0.053200 0.8 -1.8 1.2
C 1.380531 0.841447 -1.240903 -0.3 -0.6 -1.0
N 1.293449 1.839766 0.977987 0.7 2.0 0.1
N -1.923388 -1.785134 -0.073333 -0.2 0.2 -2.1
H -0.462929 -1.037142 -1.380151 0.1 -0.4 0.0
H 0.214978 -2.088029 -0.010903 -0.1 -0.3 -0.6
H -1.071630 0.626803 0.344240 -0.8 -0.6 0.3
H -0.237884 -0.415519 1.553331 0.3 0.4 0.2
H 1.855734 1.636610 -1.794887 0.0 0.3 0.4
H 1.248838 -0.067630 -1.815295 0.2 0.1 -0.2
H 1.762554 1.714529 1.889947 -0.7 -1.1 0.1
H 0.587217 2.589647 1.137165 -0.1 -0.2 0.1
H 2.066207 2.359196 0.540922 -0.3 -0.1 -0.6
H -2.128262 -2.318557 -0.925208 -0.4 -0.2 0.3
H -2.268290 -2.344195 0.700706 0.8 0.0 0.6
H -2.507843 -0.941268 -0.139142 0.0 0.0 0.2

***

What total energy values result from the calculations? In sequence: -611.48285 -1005.05647 -268.70859 a.u..